A single C7H6O2 molecule, computed with ωB97M-V/def2-TZVPD.

Calculated values
E_HOMO (spin up / spin down)   -0.2951 / -0.2632 Eh
Energy   -420.57960 hartree
Energy relative to the best compared isomer or geometry (same formula, charge and spin)   5.691 eV
HOMO-LUMO gap (spin up / spin down)   7.876 / 6.022 eV
Molecular weight   122.12 Da

ORCA input file:
```
! wB97M-V def2-TZVPD RIJCOSX def2/J DEFGRID3
* xyz 0 1
C -2.67 1.16 -0.10
C -2.14 -0.07 0.07
C -3.60 0.03 0.03
C -0.26 2.45 -0.03
C -0.88 -0.83 -0.11
C 0.45 1.25 0.40
C 0.30 -0.02 -0.53
O -4.73 -0.35 0.08
O -0.31 3.65 -0.14
H -0.81 -1.49 0.81
H -1.22 -1.62 -0.78
H 1.46 1.67 0.48
H -0.08 1.10 1.25
H 1.19 -0.65 -0.46
H 0.26 0.17 -1.55
*
```

natural (NBO) atomic charge list, values in e, 8 entries: C -0.16; C -0.15; C 0.50; C 0.71; C -0.48; C -0.56; C -0.38; O -0.54



A single C7H6O2S molecule, computed with ωB97M-V/def2-TZVPD.

Calculated values
E_HOMO   -0.3242 Eh
Energy   -818.75822 hartree
Energy relative to the best compared isomer or geometry (same formula, charge and spin)   6.014 eV
HOMO-LUMO gap   8.664 eV
Molecular weight   154.19 Da

ORCA input file:
```
! wB97M-V def2-TZVPD RIJCOSX def2/J DEFGRID3
* xyz 0 1
C -0.69 2.92 -0.59
C 0.65 -1.99 0.09
C -0.11 1.67 -0.46
C 0.72 -0.59 -0.23
C 0.01 2.54 0.63
C 0.94 -0.99 1.18
C 0.11 0.33 -0.95
O 0.59 2.86 1.66
O -1.80 -0.98 -0.33
S -1.26 -2.28 -0.02
H -1.32 3.68 -1.06
H 1.27 -2.70 -0.17
H 0.12 -0.67 1.87
H 1.98 -0.90 1.64
H -0.37 0.00 -1.94
H -0.85 -2.91 -1.34
*
```

natural (NBO) atomic charge list, values in e, 8 entries: C -0.19; C -0.41; C -0.03; C 0.05; C 0.50; C -0.45; C -0.21; O -0.59



Number 1: largest force on an atom 0.1052 Eh/bohr. Number 2: largest force on an atom 0.1109 Eh/bohr.